Formula: C4H9N2
Source: the Open Molecules 2025 dataset
Level of theory: wB97M-V/def2-TZVPD

Each line ends with the natural charge from an NBO analysis.
Element x y z (Å)
C1 -1.87 -0.33 0.13  0.126
C2 -0.20 -0.37 -0.17  0.435
C3 0.56 -1.60 -0.14  -0.710
C4 1.64 1.15 0.09  -0.445
N1 0.30 0.81 -0.19  -0.464
N2 -2.30 0.83 0.10  -0.570
H1 -2.36 -1.25 0.14  0.205
H2 1.55 -1.29 0.26  0.263
H3 0.69 -1.75 -1.17  0.281
H4 -0.11 -2.41 0.35  0.276
H5 2.02 0.84 1.13  0.246
H6 2.34 0.65 -0.69  0.240
H7 1.55 2.18 0.10  0.240
H8 -0.53 1.59 -0.37  0.479
H9 -3.26 0.94 0.42  0.400

Results
lowest unoccupied orbital energy = -4.991 eV
highest occupied orbital energy = -15.619 eV
SMILES = [H]/N=C/C(C)=[NH+]/C
2S+1 = 1
electronic energy = -7265.3136 eV
energy above the lowest of the compared OMol25 structures with the same formula, charge and spin = 65.2 kcal/mol
gap between HOMO and LUMO = 10.6 eV
charge = +1

---

Formula: C4H9N2
Source: the Open Molecules 2025 dataset
Level of theory: wB97M-V/def2-TZVPD

Each line ends with the natural charge from an NBO analysis.
Element x y z (Å)
C1 0.57 0.56 0.50  -0.098
C2 0.26 -1.70 1.06  0.061
C3 -1.60 0.03 -0.43  -0.361
C4 -0.15 1.40 -1.55  -0.177
N1 1.06 -0.76 0.62  -0.436
N2 -0.48 0.67 -0.55  -0.287
H1 1.33 1.34 0.45  0.260
H2 0.08 0.75 1.37  0.223
H3 0.58 -2.81 1.15  0.272
H4 -0.68 -1.29 1.26  0.222
H5 -2.22 -0.25 -1.30  0.236
H6 -2.12 -0.28 0.47  0.204
H7 0.97 1.43 -1.75  0.188
H8 -0.88 1.98 -2.24  0.248
H9 1.96 -0.87 0.17  0.445

Results
lowest unoccupied orbital energy (alpha / beta) = -5.456 / -5.454 eV
highest occupied orbital energy (alpha / beta) = -11.613 / -11.615 eV
2S+1 = 1
electronic energy = -7262.8071 eV
energy above the lowest of the compared OMol25 structures with the same formula, charge and spin = 123.0 kcal/mol
gap between HOMO and LUMO (alpha / beta) = 6.2 / 6.2 eV
charge = +1

---

Formula: C4H9N2
Source: the Open Molecules 2025 dataset
Level of theory: wB97M-V/def2-TZVPD

Each line ends with the natural charge from an NBO analysis.
Element x y z (Å)
C1 -0.59 1.69 0.17  0.282
C2 0.42 -0.26 -0.68  0.338
C3 0.90 -1.56 -1.01  -0.719
C4 -0.79 -0.54 1.42  -0.396
N1 -0.33 0.23 0.24  -0.300
N2 0.00 2.23 -0.78  -0.583
H1 -1.17 1.96 1.09  0.210
H2 0.74 0.47 -1.31  0.234
H3 1.91 -1.63 -0.67  0.299
H4 1.01 -1.52 -2.13  0.298
H5 0.48 -2.27 -0.40  0.254
H6 -0.56 -0.02 2.24  0.225
H7 -1.78 -0.65 1.35  0.232
H8 -0.10 -1.31 1.44  0.224
H9 -0.15 3.19 -0.97  0.402

Results
lowest unoccupied orbital energy = -4.803 eV
highest occupied orbital energy = -15.604 eV
SMILES = [H]/N=C/[N+](C)=C/C
2S+1 = 1
electronic energy = -7265.2462 eV
energy above the lowest of the compared OMol25 structures with the same formula, charge and spin = 66.8 kcal/mol
gap between HOMO and LUMO = 10.8 eV
charge = +1

---

Formula: C4H9N2
Source: the Open Molecules 2025 dataset
Level of theory: wB97M-V/def2-TZVPD

Each line ends with the natural charge from an NBO analysis.
Element x y z (Å)
C1 1.61 -0.44 0.28  0.210
C2 -2.52 0.81 0.19  -0.209
C3 -2.20 -0.32 -0.70  0.339
C4 2.97 0.06 -0.01  -0.697
N1 0.52 -0.06 -0.25  -0.711
N2 -2.65 -0.63 0.44  -0.400
H1 -1.71 1.33 0.69  0.242
H2 -3.43 1.37 0.04  0.232
H3 1.53 -1.23 1.02  0.175
H4 3.44 0.40 0.91  0.250
H5 2.96 0.88 -0.74  0.224
H6 3.57 -0.76 -0.40  0.252
H7 0.63 0.68 -0.94  0.341
H8 -2.85 -1.35 1.12  0.471
H9 -1.87 -0.75 -1.62  0.279

Results
lowest unoccupied orbital energy = -4.819 eV
highest occupied orbital energy = -14.010 eV
2S+1 = 1
electronic energy = -7264.2873 eV
energy above the lowest of the compared OMol25 structures with the same formula, charge and spin = 88.9 kcal/mol
gap between HOMO and LUMO = 9.2 eV
charge = +1

---

Formula: C4H9N2
Source: the Open Molecules 2025 dataset
Level of theory: wB97M-V/def2-TZVPD

Each line ends with the natural charge from an NBO analysis.
Element x y z (Å)
C1 -1.07 0.52 -0.07  0.427
C2 0.80 -0.84 0.23  0.302
C3 1.69 0.00 0.99  -0.730
C4 0.66 -1.96 -0.36  -0.462
N1 -2.34 0.59 0.08  -0.763
N2 -0.55 1.35 -0.98  -0.775
H1 2.11 0.65 0.29  0.241
H2 2.51 -0.71 1.54  0.292
H3 1.26 0.61 1.72  0.272
H4 -2.95 0.08 0.70  0.431
H5 1.67 -2.51 -0.26  0.284
H6 -0.06 -2.37 -0.98  0.271
H7 -2.92 1.34 -0.24  0.395
H8 0.41 1.28 -1.21  0.417
H9 -1.22 1.97 -1.45  0.398

Results
lowest unoccupied orbital energy = -4.509 eV
highest occupied orbital energy = -14.444 eV
2S+1 = 1
electronic energy = -7263.9860 eV
energy above the lowest of the compared OMol25 structures with the same formula, charge and spin = 95.8 kcal/mol
gap between HOMO and LUMO = 9.9 eV
charge = +1

---

Formula: C4H9N2
Source: the Open Molecules 2025 dataset
Level of theory: wB97M-V/def2-TZVPD

Each line ends with the natural charge from an NBO analysis.
Element x y z (Å)
C1 0.21 1.52 -0.44  0.034
C2 0.56 0.03 -0.38  -0.095
C3 -0.64 -0.04 0.59  -0.087
C4 -1.79 -0.63 -0.22  -0.615
N1 -0.68 1.46 0.46  -0.282
N2 1.88 -0.27 0.30  -0.700
H1 0.41 2.45 -0.92  0.240
H2 0.61 -0.47 -1.25  0.221
H3 1.34 -0.91 0.88  0.456
H4 -1.77 -0.45 -1.24  0.224
H5 -2.70 -0.28 0.19  0.250
H6 -1.82 -1.78 -0.04  0.229
H7 -0.36 -0.55 1.48  0.198
H8 2.14 0.61 0.88  0.468
H9 2.60 -0.68 -0.27  0.460

Results
lowest unoccupied orbital energy = -4.127 eV
highest occupied orbital energy = -14.538 eV
SMILES = C[C@@H]1N=C[C@H]1[NH3+]
2S+1 = 1
electronic energy = -7264.3406 eV
energy above the lowest of the compared OMol25 structures with the same formula, charge and spin = 87.7 kcal/mol
gap between HOMO and LUMO = 10.4 eV
charge = +1

---

Formula: C4H9N2
Source: the Open Molecules 2025 dataset
Level of theory: wB97M-V/def2-TZVPD

Each line ends with the natural charge from an NBO analysis.
Element x y z (Å)
C1 -0.18 -0.33 -0.53  0.519
C2 -1.32 1.46 1.03  -0.227
C3 0.07 1.19 1.59  -0.178
C4 1.86 -1.76 -0.70  -0.317
N1 -0.39 0.47 0.49  -0.429
N2 -1.02 -0.47 -1.55  -0.794
H1 -2.14 1.15 1.67  0.240
H2 -1.42 2.37 0.48  0.227
H3 0.80 1.87 1.43  0.218
H4 0.09 0.62 2.60  0.230
H5 1.68 -1.93 -1.80  0.208
H6 2.69 -1.10 -0.44  0.223
H7 1.64 -2.64 -0.10  0.220
H8 -0.58 -1.06 -2.27  0.422
H9 -1.78 0.16 -1.89  0.437

Results
lowest unoccupied orbital energy (alpha / beta) = -5.204 / -5.204 eV
highest occupied orbital energy (alpha / beta) = -14.326 / -14.326 eV
2S+1 = 1
electronic energy = -7262.9151 eV
energy above the lowest of the compared OMol25 structures with the same formula, charge and spin = 120.5 kcal/mol
gap between HOMO and LUMO (alpha / beta) = 9.1 / 9.1 eV
charge = +1

---

Formula: C4H9N2
Source: the Open Molecules 2025 dataset
Level of theory: wB97M-V/def2-TZVPD

Each line ends with the Löwdin spin population.
Element x y z (Å)
C1 2.26 0.50 -0.79  0.660
C2 -0.65 -1.12 0.99  0.106
C3 -0.92 -1.21 -0.47  0.055
C4 0.09 -0.24 0.02  0.170
N1 1.28 -0.06 -0.28  0.673
N2 -0.73 1.35 0.32  0.134
H1 3.19 -0.01 -0.82  0.082
H2 2.32 1.46 -1.25  0.091
H3 -1.47 -0.71 1.56  0.005
H4 -0.32 -1.98 1.51  0.003
H5 -0.64 -1.97 -1.18  0.004
H6 -1.84 -0.74 -0.74  0.007
H7 -1.74 1.23 0.61  0.005
H8 -0.68 1.75 -0.58  0.002
H9 -0.16 1.75 1.10  0.001

Results
lowest unoccupied orbital energy (alpha / beta) = -3.474 / -7.256 eV
highest occupied orbital energy (alpha / beta) = -10.341 / -15.025 eV
2S+1 = 3
electronic energy = -7260.5709 eV
energy above the lowest of the compared OMol25 structures with the same formula, charge and spin = 66.6 kcal/mol
⟨S²⟩ = 2.01
gap between HOMO and LUMO (alpha / beta) = 6.9 / 7.8 eV
charge = +1

---

Formula: C4H9N2O
Source: the Open Molecules 2025 dataset
Level of theory: wB97M-V/def2-TZVPD

Each line ends with the Löwdin spin population.
Element x y z (Å)
C1 1.64 -0.72 1.86  -0.002
C2 0.78 -0.59 0.64  -0.009
C3 1.13 -0.81 -0.68  0.113
N1 0.01 -0.37 -1.45  0.242
C4 -1.08 -0.43 -0.63  0.451
N2 -0.58 -0.41 0.65  0.127
H1 1.84 -1.81 1.79  0.000
H2 1.13 -0.45 2.78  0.001
H3 2.57 -0.16 1.78  -0.002
H4 2.05 -0.92 -1.21  0.009
H5 -0.11 -0.13 -2.41  0.009
H6 -2.14 -0.40 -0.80  0.042
H7 -1.14 -0.39 1.48  0.004
H8 -2.35 3.02 -0.75  0.000
H9 -1.89 2.35 -2.01  0.001
O1 -1.87 2.24 -1.04  0.012

Results
lowest unoccupied orbital energy (alpha / beta) = 0.810 / 0.758 eV
highest occupied orbital energy (alpha / beta) = -3.705 / -7.499 eV
2S+1 = 2
electronic energy = -9318.5511 eV
energy above the lowest of the compared OMol25 structures with the same formula, charge and spin = 34.0 kcal/mol
⟨S²⟩ = 0.76
gap between HOMO and LUMO (alpha / beta) = 4.5 / 8.3 eV

---

Formula: C4H9N2O
Source: the Open Molecules 2025 dataset
Level of theory: wB97M-V/def2-TZVPD

Each line ends with the natural charge from an NBO analysis.
Element x y z (Å)
C1 1.40 0.22 0.71  0.162
C2 -0.98 0.50 0.00  0.813
C3 1.81 0.21 -0.75  -0.703
C4 -1.32 -1.69 0.47  -0.298
N1 0.26 0.43 1.19  -0.406
N2 -1.26 1.69 -0.45  -0.725
O1 -1.65 -0.55 -0.17  -0.415
H1 2.27 0.17 1.50  0.241
H2 2.11 1.25 -0.96  0.260
H3 1.00 -0.10 -1.37  0.218
H4 2.73 -0.38 -0.98  0.270
H5 -1.86 -2.67 0.07  0.246
H6 -1.70 -1.67 1.53  0.231
H7 -0.23 -1.93 0.37  0.209
H8 -0.56 2.39 -0.17  0.441
H9 -2.01 2.10 -0.98  0.455

Results
lowest unoccupied orbital energy = -3.739 eV
highest occupied orbital energy = -14.991 eV
SMILES = C/C=N\C(=[NH2+])OC
2S+1 = 1
electronic energy = -9312.7079 eV
energy above the lowest of the compared OMol25 structures with the same formula, charge and spin = 76.3 kcal/mol
gap between HOMO and LUMO = 11.3 eV
charge = +1

---

> Which formula does entry 1 have?

C4H9N2

---

> energy above the lowest of the compared OMol25 structures with the same formula, charge and spin of number 8 (C4H9N2)?

66.6 kcal/mol

---

> Which formula does entry 3 have?

C4H9N2